{
  "formula": "C31H83Cl4O32P7",
  "method": "ωB97M-V with the def2-TZVPD basis set",
  "orbital_gap_ev": [9.106, 1.732],
  "charge": 1,
  "total_energy_ha": -7869.0809,
  "spin_multiplicity": 2,
  "elements": ["C", "Cl", "Cl", "H", "H", "C", "Cl", "Cl", "H", "H", "C", "O", "P", "O", "O", "C", "O", "C", "H", "H", "H", "H", "H", "H", "H", "H", "H", "C", "O", "P", "O", "O", "C", "O", "C", "H", "H", "H", "H", "H", "H", "H", "H", "H", "C", "O", "P", "O", "O", "C", "O", "C", "H", "H", "H", "H", "H", "H", "H", "H", "H", "C", "O", "P", "O", "O", "C", "O", "C", "H", "H", "H", "H", "H", "H", "H", "H", "H", "C", "O", "P", "O", "O", "C", "O", "C", "H", "H", "H", "H", "H", "H", "H", "H", "H", "C", "O", "P", "O", "O", "C", "O", "C", "H", "H", "H", "H", "H", "H", "H", "H", "H", "C", "O", "P", "O", "O", "C", "O", "C", "H", "H", "H", "H", "H", "H", "H", "H", "H", "O", "C", "O", "C", "C", "C", "H", "H", "H", "H", "H", "H", "H", "H", "O", "C", "O", "C", "C", "C", "H", "H", "H", "H", "H", "H", "H", "H"],
  "positions_angstrom": [[-3.052043, 1.291442, -0.895164], [-1.361075, 1.885739, -1.279102], [-3.914034, 0.744199, -2.391912], [-2.942395, 0.532817, -0.120203], [-3.612226, 2.157747, -0.543307], [0.823954, -0.759446, 4.951182], [2.219316, -1.284701, 5.915106], [-0.536379, -1.660144, 5.433615], [0.541159, 0.288751, 5.048157], [1.057366, -0.853281, 3.890609], [4.630452, 1.868413, 5.325304], [3.953527, 3.050028, 5.492993], [2.619603, 3.366640, 4.593986], [1.508546, 2.539297, 5.115970], [3.129430, 3.173631, 3.077666], [2.182249, 3.297359, 2.010776], [2.384342, 4.943490, 4.742122], [2.252309, 5.624832, 5.947013], [4.589332, 1.628919, 4.262734], [4.211676, 1.037084, 5.892424], [5.679282, 2.091671, 5.520748], [2.171407, 2.408296, 1.380265], [2.414570, 4.164585, 1.392677], [1.153602, 3.353942, 2.366831], [3.181329, 6.110037, 6.246363], [2.076072, 4.951963, 6.786245], [1.456224, 6.369310, 5.956396], [-5.936363, 1.262302, 4.897581], [-4.551696, 1.060343, 4.692290], [-3.910451, 0.577872, 3.255705], [-4.189421, 1.425470, 2.084262], [-2.379415, 0.385365, 3.673439], [-1.488551, 1.470290, 3.503817], [-4.360302, -1.002795, 3.036117], [-3.959455, -1.993852, 3.948590], [-6.432148, 0.380221, 5.302825], [-6.409689, 1.592330, 3.972850], [-6.046887, 2.062056, 5.629902], [-0.755447, 1.205895, 2.741753], [-0.994128, 1.679412, 4.452458], [-1.985508, 2.360368, 3.117916], [-4.868471, -2.274391, 4.480651], [-3.152664, -1.731138, 4.632811], [-3.625797, -2.858611, 3.375033], [-5.321561, -8.930607, -0.840911], [-5.778306, -7.753920, -0.230702], [-5.553529, -6.316204, -0.910988], [-6.342637, -5.995865, -2.123788], [-5.784893, -5.295914, 0.315294], [-5.077808, -5.336878, 1.561747], [-3.955321, -6.327885, -1.072026], [-3.323805, -5.450891, -1.999643], [-6.240338, -9.443283, -1.125746], [-4.840013, -9.681807, -0.214870], [-4.762221, -8.622540, -1.724276], [-5.769185, -5.383013, 2.403147], [-4.560786, -4.399246, 1.765791], [-4.301813, -6.102153, 1.578568], [-2.344663, -5.102880, -1.670593], [-3.911631, -4.578703, -2.285742], [-3.086794, -6.034882, -2.888956], [-0.421154, -1.112420, -4.263372], [0.094436, 0.066197, -4.743709], [1.619322, 0.198537, -5.302465], [2.640615, -0.330922, -4.359365], [1.639026, -0.451063, -6.794250], [0.708608, -0.049277, -7.843573], [1.742330, 1.815901, -5.617597], [2.938991, 2.516117, -5.955457], [-1.166304, -0.892728, -3.498792], [0.422604, -1.699210, -3.900256], [-0.935269, -1.578940, -5.103694], [-0.139312, 0.493729, -7.426108], [0.372785, -0.990649, -8.278480], [1.213415, 0.525016, -8.620390], [3.760430, 1.846738, -6.210930], [3.284858, 3.171266, -5.155916], [2.821531, 3.159590, -6.827372], [8.526558, 0.515810, 0.055699], [7.724249, 1.098966, -0.965333], [6.482366, 2.070671, -0.556638], [6.724507, 2.983644, 0.612474], [6.114024, 2.783360, -1.965140], [5.678146, 2.009076, -3.094050], [5.267578, 1.008532, -0.295817], [5.086126, 0.565582, 1.065728], [8.626197, -0.558980, -0.095990], [8.057858, 0.609287, 1.035336], [9.477341, 1.037518, 0.164870], [6.240654, 2.447966, -3.918105], [4.624723, 2.160184, -3.329752], [5.745616, 0.949982, -2.845306], [5.895077, 0.735249, 1.776298], [4.865277, -0.501684, 1.049787], [4.152220, 0.965523, 1.460652], [3.904445, 8.360277, -2.607341], [3.691761, 7.130587, -1.946830], [2.851498, 5.857540, -2.569236], [3.343067, 5.262742, -3.835991], [2.640256, 4.834084, -1.332411], [2.182935, 3.524861, -1.661089], [1.422075, 6.588199, -2.771735], [0.578380, 6.855145, -1.648675], [3.381688, 8.250038, -3.557429], [4.934423, 8.617018, -2.854980], [3.584276, 9.223202, -2.023439], [1.367985, 3.296189, -0.974310], [2.988904, 2.821731, -1.451057], [1.768851, 3.409825, -2.662779], [1.093428, 6.566249, -0.732504], [-0.290371, 6.204618, -1.749510], [0.156105, 7.848404, -1.496287], [-7.511578, 0.944845, 0.632357], [-8.113077, -0.179876, 0.029002], [-7.606369, -1.686771, 0.345287], [-8.423774, -2.776765, -0.274493], [-6.040797, -1.689447, -0.116149], [-5.765134, -1.945328, -1.507846], [-7.592356, -1.615478, 1.968755], [-7.517386, -2.756729, 2.700417], [-6.560834, 0.659583, 1.082710], [-8.272659, 1.215364, 1.364248], [-7.293115, 1.723127, -0.098840], [-6.090749, -1.104368, -2.120093], [-6.355408, -2.774193, -1.898551], [-4.705518, -2.175482, -1.618936], [-6.878353, -2.598257, 3.569107], [-7.071177, -3.600211, 2.173589], [-8.546465, -2.957161, 2.998619], [4.466726, -5.098162, -2.123598], [4.039811, -4.414059, -1.188178], [4.051685, -3.080285, -1.117678], [4.456035, -2.219236, -2.238159], [5.923004, -1.839443, -1.965755], [3.467025, -5.081698, 0.033645], [3.847521, -1.333879, -2.422418], [4.287499, -2.773618, -3.161392], [6.665110, -2.636594, -1.921896], [5.987556, -1.350737, -0.993591], [6.351203, -1.113175, -2.656622], [2.581490, -4.512333, 0.316039], [4.132046, -4.915490, 0.881114], [3.125829, -6.105047, -0.122734], [1.060868, -0.081629, 1.315882], [0.829237, -0.721580, 0.299445], [-0.191530, -1.581211, 0.116527], [-1.265471, -1.740574, 1.045886], [-2.436586, -2.393755, 0.281016], [1.658328, -0.606459, -0.976301], [-1.568914, -0.802035, 1.509742], [-0.940018, -2.328841, 1.903867], [-2.141235, -3.324604, -0.203133], [-2.730970, -1.761862, -0.556922], [-3.295927, -2.526253, 0.938348], [2.722894, -0.608837, -0.742219], [1.489313, 0.271416, -1.599880], [1.471189, -1.389234, -1.711398]],
  "forces_ev_per_angstrom": [[0.2, 0.7, -0.7], [-0.8, -0.4, 0.2], [0.8, 0.1, 1.0], [-0.3, -0.1, -0.5], [0.2, -0.3, 0.1], [0.5, 1.0, -0.9], [0.3, 0.6, -0.1], [-1.3, -1.0, 0.2], [0.7, -0.1, 0.7], [0.0, -0.6, 0.1], [1.6, -1.2, -1.9], [-3.1, 1.6, 0.0], [2.6, 3.2, -2.4], [-0.4, -0.7, 0.6], [-0.6, 0.0, 3.2], [-1.2, -0.1, -1.3], [0.5, -2.6, -1.7], [0.0, 0.6, 2.8], [0.0, -0.5, 0.0], [0.0, 0.0, 0.5], [0.0, -0.3, 0.7], [0.5, -0.2, 0.2], [0.2, 0.0, 0.3], [0.0, 0.3, 0.3], [0.2, 0.2, -0.6], [-0.4, -0.3, -0.1], [0.0, -0.2, -0.6], [-0.7, 0.6, -0.1], [1.6, -0.9, -1.6], [-1.2, -1.7, 1.1], [0.1, -0.5, 0.7], [-0.9, 0.0, -0.2], [0.5, 0.5, -0.5], [0.7, 3.3, -0.4], [-0.4, -1.0, 0.5], [0.2, -0.2, -0.2], [-0.2, -0.1, 0.0], [0.1, 0.0, 0.0], [0.2, -0.2, 0.1], [-0.1, 0.1, 0.0], [-0.2, 0.1, 0.3], [0.3, -0.2, 0.4], [-0.2, 0.3, -0.1], [0.0, 0.0, -0.1], [-1.1, -0.7, -1.4], [0.3, 1.9, 1.1], [-0.5, 0.0, 0.3], [1.1, -0.2, 1.5], [-0.1, -0.3, -0.4], [0.3, 0.2, 0.0], [-0.1, 0.3, 0.1], [0.5, -0.2, -1.0], [0.1, -0.1, -0.6], [0.6, 0.8, 0.5], [0.3, -0.8, 0.0], [-0.2, -0.7, -0.3], [0.1, 0.3, -0.7], [-0.3, -0.3, 0.1], [-0.2, -0.1, 0.7], [-0.3, -0.2, 0.2], [-0.3, 0.1, -0.2], [-0.3, -1.4, 0.0], [2.3, 3.3, -1.5], [0.2, 1.4, -0.6], [-0.9, 0.2, -1.1], [0.0, 0.5, 1.4], [0.1, -0.6, 0.4], [-1.2, -1.8, 0.7], [1.1, -0.1, -0.2], [0.2, 0.0, 0.2], [-0.4, -0.6, 0.3], [0.0, -0.6, 0.2], [0.1, 0.1, -0.1], [-0.1, 0.2, 0.0], [0.1, 0.1, 0.3], [-0.1, -0.3, 0.1], [-0.4, -0.1, 0.3], [-0.7, -0.2, 0.0], [-0.2, -0.1, 1.1], [-1.0, 1.0, 0.0], [0.5, 0.7, 0.1], [-0.4, -1.5, -2.0], [0.0, -0.7, 2.5], [-0.4, 0.1, 0.0], [0.8, 0.8, 0.5], [-1.1, -0.8, 0.0], [0.2, 0.2, -0.5], [-0.2, 0.1, 0.1], [0.1, -0.2, -0.5], [0.2, -0.9, -0.1], [-0.1, 0.4, 0.4], [0.6, 0.0, -0.7], [0.2, 0.4, -0.5], [0.4, -0.2, -0.3], [0.1, 0.6, 0.0], [-0.4, 0.3, -1.5], [0.0, -2.7, 1.2], [0.2, 2.0, -0.7], [-0.5, 0.5, 1.5], [0.6, 1.6, -0.9], [-0.4, -0.7, 0.5], [0.2, -0.2, -0.1], [-0.4, -1.1, 0.7], [-0.1, 0.9, -0.1], [0.3, -0.9, 0.2], [-0.6, -0.4, 0.2], [-0.1, 0.0, 0.1], [0.0, 0.0, -0.3], [0.4, 0.2, -0.2], [-0.1, 0.1, 0.1], [0.0, -0.1, 0.0], [0.7, 0.4, -0.8], [0.1, -0.2, 0.6], [0.2, -2.3, -1.0], [-0.9, 0.0, -0.9], [1.4, 2.0, 1.2], [-0.9, -0.1, 0.7], [-0.8, -0.3, -0.4], [0.8, 2.2, -3.1], [-0.2, -1.9, 1.4], [0.0, 0.2, 0.3], [0.6, 0.8, 0.2], [-0.4, -0.1, -0.1], [0.4, 0.3, 0.2], [0.0, -0.4, 0.4], [-0.1, 0.3, 0.1], [-0.2, 0.2, 0.2], [-0.3, -0.1, -0.3], [0.2, -0.7, 0.3], [-0.7, 1.9, 1.3], [1.1, -2.3, -2.1], [-0.9, 1.1, 0.1], [1.6, -1.3, -0.6], [0.1, 0.4, 0.1], [-0.8, 1.3, 0.4], [-0.3, -0.1, 1.1], [0.5, -0.3, 0.0], [-0.5, -0.5, -0.2], [-0.2, 0.1, 0.1], [-0.4, 0.0, -0.3], [-0.2, 0.1, 0.0], [0.2, -0.5, 0.0], [0.7, 0.1, -0.1], [-0.5, -0.7, -0.5], [0.0, 0.6, -0.5], [0.5, 0.5, -0.1], [-0.7, -0.3, 0.3], [0.7, 0.5, 0.0], [0.2, -0.4, -0.2], [0.1, 0.4, -0.4], [0.2, -0.4, -0.1], [0.1, -0.2, 0.4], [-0.1, 0.3, 0.1], [0.0, -0.1, -0.1], [-0.1, 0.0, 0.2], [-0.4, 0.5, 0.6], [-0.1, -0.4, 0.5]],
  "mulliken_spin": [0.000, 0.000, 0.000, 0.000, 0.000, 0.000, 0.042, 0.009, 0.002, 0.000, 0.016, 0.350, -0.068, 0.514, -0.003, -0.002, 0.058, -0.002, 0.006, 0.032, 0.029, 0.002, 0.000, 0.000, 0.007, 0.003, 0.001, 0.000, 0.000, 0.000, 0.000, 0.001, 0.003, -0.001, 0.000, 0.000, 0.000, 0.000, -0.003, 0.002, 0.000, 0.000, 0.000, 0.000, 0.000, 0.000, 0.000, 0.000, 0.000, 0.000, 0.000, 0.000, 0.000, 0.000, 0.000, 0.000, 0.000, 0.000, 0.000, 0.000, 0.000, 0.000, 0.000, 0.000, 0.000, 0.000, 0.000, 0.000, 0.000, 0.000, 0.000, 0.000, 0.000, 0.000, 0.000, 0.000, 0.000, 0.000, 0.000, 0.000, 0.000, 0.000, 0.000, 0.000, 0.001, -0.001, 0.000, 0.000, 0.000, 0.000, 0.000, 0.000, 0.000, 0.000, 0.001, 0.000, 0.000, 0.000, 0.000, 0.000, 0.000, 0.000, 0.000, 0.000, 0.000, 0.000, 0.000, 0.000, 0.000, 0.000, 0.000, 0.000, 0.000, 0.000, 0.000, 0.000, 0.000, 0.000, 0.000, 0.000, 0.000, 0.000, 0.000, 0.000, 0.000, 0.000, 0.000, 0.000, 0.000, 0.000, 0.000, 0.000, 0.000, 0.000, 0.000, 0.000, 0.000, 0.000, 0.000, 0.000, 0.000, 0.000, 0.000, 0.000, 0.001, 0.000, 0.000, 0.000, -0.002, 0.000, 0.000, 0.000, 0.000, 0.000, 0.000, 0.000, 0.000]
}